1.
Formula: C32H36N7OOs
Source: the OMol25 dataset
Level of theory: ωB97M-V/def2-TZVPD

Output
Lowest unoccupied orbital energy (alpha / beta), eV: -3.2107 / -4.3514
Orbital gap (alpha / beta), eV: 7.26 / 6.50
Highest occupied orbital energy (alpha / beta), eV: -10.47 / -10.85
DFT total energy, eV: -48704.0193

Geometry as ORCA input:
```
! wB97M-V def2-TZVPD RIJCOSX def2/J DEFGRID3
* xyz 1 5
Os -0.40663 -0.41014 -0.77042
O 1.06107 0.36683 -1.80891
N 1.56813 -3.78663 -2.20845
N 0.50586 -2.23186 -1.08129
N -1.93709 -0.64349 0.44862
N -1.87816 2.45632 1.41987
N -0.23852 -0.08121 1.91996
N -2.00299 0.95003 -1.22677
N -2.40508 4.41690 0.04243
C 0.61518 -4.42049 -1.46971
C 0.54620 -0.16297 2.98160
C 2.84735 -0.74730 3.60659
C -2.17047 1.25002 1.21584
C 1.49096 -2.45567 -1.96948
C -2.59518 1.57106 -3.55865
C 1.95183 -0.33665 2.64883
C 3.04219 0.83403 -2.94630
C -2.89605 1.15747 -2.15490
C 3.51192 -1.88041 -3.27928
C -4.13474 0.52485 -0.35960
C 3.38055 1.13477 1.22515
C -1.63222 -0.05435 1.77437
C -4.23569 0.95124 -1.63028
C 1.16038 -0.63572 5.28644
C 3.23065 -1.32965 0.74199
C -3.01450 3.04486 -3.69352
C -2.19095 3.46993 0.65595
C 4.36771 -0.95436 -3.83444
C -1.11240 0.16960 5.06010
C -1.77112 1.45744 4.54726
C -0.03656 -3.45025 -0.77044
C -2.69030 0.52230 -0.02386
C 0.19691 -0.19951 4.39230
C 4.13967 0.40922 -3.65093
C 2.37449 -1.48332 -2.56490
C 2.47257 -0.10191 1.25470
C 2.45897 -0.94749 4.92114
C -2.05884 -1.04119 5.12713
C -3.41306 0.72256 -4.54148
C 2.11065 -0.08556 -2.40976
C -1.10592 1.41209 -3.86200
H -0.89077 1.74157 -4.87549
H -1.44429 1.73744 3.55354
H -1.51735 2.28254 5.20893
H 1.62042 0.08947 0.58301
H 3.74993 -2.92795 -3.39156
H -3.24457 -0.33995 -4.38462
H -2.96023 -0.75947 5.66492
H 3.87628 -0.91184 3.33344
H -4.06525 3.17532 -3.44406
H 4.13317 -1.50245 1.32222
H -2.42797 3.67850 -3.03372
H 4.83346 1.12645 -4.05915
H -2.85466 1.36870 4.54240
H 2.59967 -2.21349 0.81025
H -0.85802 0.35906 6.10977
H -4.47475 0.92094 -4.44466
H 5.21962 -1.28803 -4.40219
H -4.90554 0.24602 0.33387
H 2.84429 1.88155 -2.79383
H -0.50972 2.00262 -3.16991
H -5.14128 1.10372 -2.18505
H 2.21541 -4.22163 -2.84673
H 4.26092 0.98550 1.84672
H 3.17378 -1.28227 5.65762
H 3.52825 -1.18211 -0.29366
H -2.85711 3.37319 -4.71661
H 0.89588 -0.70892 6.33138
H 2.84358 2.00810 1.58643
H -2.24528 -0.48410 2.57574
H -3.11126 0.97007 -5.55631
H -0.84560 -3.54211 -0.06957
H -2.34623 -1.43044 4.15432
H 3.71179 1.33011 0.20706
H -1.57480 -1.84937 5.67110
H -0.81370 0.36335 -3.77374
H 0.47518 -5.48147 -1.50677
*
```

Quick look at the Mulliken charges, all values in e: 0.701 -0.431 -0.034 0.405 -0.806 -0.591 0.812 -0.020 -0.559 -0.803 0.782 -0.395 -0.118 0.419 2.592 -0.390 -0.486 -0.406 -1.201 -1.666 -1.711 0.546 -0.746 -0.826 -1.527 -1.800 0.521 -0.837 0.330 -1.198 -0.556 1.831 0.694 -0.693 0.516 2.718 -1.595 -1.486 -1.761 0.749 -1.869 0.566 0.162 0.357 -1.244 0.375 0.356 0.453 0.412 0.406 0.493 0.402 0.457 0.312 0.293 0.628 0.410 0.431 0.561 0.604 0.334 0.596 0.172 0.379 0.384 0.315 0.461 0.406 0.413 -0.649 0.459 0.465 0.271 0.428 0.388 0.195 0.442

***

2.
Formula: C36H30F6IrN8O4P2S3Se2
Source: the OMol25 dataset
Level of theory: ωB97M-V/def2-TZVPD

Output
Lowest unoccupied orbital energy (alpha / beta), eV: -6.3266 / -8.4911
Orbital gap (alpha / beta), eV: 6.18 / 4.02
Highest occupied orbital energy (alpha / beta), eV: -12.51 / -12.51
DFT total energy, eV: -258836.1466

Geometry as ORCA input:
```
! wB97M-V def2-TZVPD RIJCOSX def2/J DEFGRID3
* xyz 2 2
Ir -1.45858 1.67390 1.04719
Se 0.90101 -4.61899 0.39423
Se -2.65933 0.28766 -0.49781
S -3.15675 3.90023 -1.71839
S -2.51967 0.42368 2.69833
S -3.03183 4.35254 0.99266
P -1.29571 -1.47993 -0.64302
P 2.15688 -2.96349 0.15086
F -3.93896 6.60628 1.88378
F -4.75687 2.50237 -3.21338
F -4.86869 2.01032 -1.10547
F -5.77745 3.83560 -1.84250
F -3.97295 4.97235 3.31221
F -5.45566 5.06865 1.73080
O -2.96365 4.72418 -2.85675
O -2.19642 2.84756 -1.43512
O -1.71922 4.78148 1.41236
O -3.28499 2.92176 1.33224
N 1.94507 -0.49270 1.41873
N 0.05688 2.85569 0.12535
N -3.45530 4.76299 -0.42496
N -0.57259 2.60523 2.60730
N 1.14462 0.52002 1.59831
N 0.00723 0.29692 0.96091
N -2.76522 1.41762 5.13011
N -1.20332 2.47508 3.82746
C 0.82511 3.52128 1.02014
C 5.12131 -4.06929 2.68754
C 2.72103 -1.35256 -2.09402
C -2.13904 1.52207 3.97502
C -0.87905 -1.67724 -2.36231
C 3.69012 -2.97894 1.09484
C -2.13798 -2.87843 0.03214
C -0.35782 -2.90053 -2.79018
C 0.46150 3.34301 2.44125
C 2.99860 -3.73248 -2.35020
C 3.15146 -1.16373 -3.39971
C -1.02313 -0.60905 -3.25124
C 0.25859 3.03768 -1.17364
C -2.79851 -4.15999 1.94627
C -3.58774 -4.76256 -0.25672
C 0.07155 -0.91521 0.34402
C -0.13020 -1.98268 -5.00210
C 2.63972 -2.63820 -1.56538
C 6.08518 -3.09562 2.48121
C 1.25438 3.88197 -1.64943
C -4.75577 3.01002 -1.99183
C 3.92090 -4.01467 1.99291
C -3.53551 -4.99381 1.11209
C 3.44080 -3.53873 -3.64877
C 4.66387 -2.00277 0.88303
C -2.89520 -3.69747 -0.80624
C 1.33222 -1.41103 0.64328
C -2.09857 -3.09631 1.41134
C 2.04941 4.55624 -0.74788
C -0.64910 -0.76716 -4.57359
C 3.51488 -2.25558 -4.17542
C 5.85719 -2.06223 1.57862
C 0.01676 -3.04114 -4.11584
C -4.20082 5.32785 2.03759
C 1.83191 4.36759 0.61496
C 1.21384 4.01427 3.53043
H 6.61703 -1.31060 1.41207
H -2.75416 -4.35726 3.00833
H 3.72914 -4.39017 -4.25099
H -4.16628 -5.41307 -0.89775
H 7.02442 -3.14469 3.01607
H 2.45056 -0.49153 -1.49294
H 2.82332 5.23067 -1.08745
H -0.22780 -3.72212 -2.09445
H 1.00157 3.59296 4.51014
H -1.06057 3.20693 4.50987
H -2.53691 1.98452 5.93302
H 0.42523 -3.98313 -4.45499
H 2.43262 4.89039 1.34432
H -1.43552 0.34036 -2.92475
H 5.30393 -4.87842 3.38151
H 1.37345 4.00543 -2.71621
H 2.28238 3.89299 3.35532
H -1.48715 -2.47160 2.05119
H 3.16551 -4.77665 2.13777
H 3.86213 -2.10715 -5.18952
H 0.15732 -2.10658 -6.03781
H -3.51826 0.75408 5.22924
H -0.39566 2.50148 -1.84639
H -4.07154 -5.83379 1.53331
H -0.77167 0.05096 -5.27000
H -2.94127 -3.51674 -1.87226
H 2.92629 -4.73351 -1.94126
H 4.49890 -1.20537 0.16950
H 3.21316 -0.16385 -3.80955
H 0.98942 5.08389 3.53707
*
```

Quick look at the Mulliken charges, all values in e: 3.518 -0.221 -0.357 0.994 -0.440 1.302 1.265 0.967 -0.168 -0.215 -0.199 -0.220 -0.197 -0.178 -0.686 -0.607 -0.614 -0.869 -0.907 -0.037 -0.617 -0.610 -0.335 0.777 -0.389 -0.633 0.954 -0.717 0.101 0.679 0.939 0.753 0.863 -0.196 0.859 -0.493 -0.800 -0.702 -0.196 -0.857 -0.813 -0.594 -0.644 0.304 -0.486 -1.457 0.627 -0.561 -0.624 -0.789 -0.387 -0.506 0.212 -0.332 -0.837 -0.940 -0.583 -0.766 -0.932 0.422 -0.807 -1.943 0.420 0.478 0.469 0.476 0.411 0.431 0.471 0.455 0.552 0.282 0.214 0.484 0.510 0.107 0.423 0.587 0.487 0.459 0.343 0.459 0.460 0.240 0.712 0.448 0.505 0.477 0.407 0.325 0.456 0.378

***

3.
Formula: C19H26N2O4S3
Source: the OMol25 dataset
Level of theory: ωB97M-V/def2-TZVPD

Output
Lowest unoccupied orbital energy, eV: 0.5223
SMILES string: CCCS(=O)(=O)c1nc(S(=O)(=O)c2ccc(C)cc2)c(N2CCC(C)CC2)s1
Orbital gap, eV: 8.72
Highest occupied orbital energy, eV: -8.20
DFT total energy, eV: -63799.7896

Geometry as ORCA input:
```
! wB97M-V def2-TZVPD RIJCOSX def2/J DEFGRID3
* xyz 0 1
S 0.25156 -2.51319 -0.79367
S 0.46155 1.12805 1.55837
S -2.07091 -1.25895 -2.44999
O -0.00198 0.91322 2.90700
O 1.83602 1.53488 1.40236
O -3.24372 -1.94515 -1.98409
O -1.40158 -1.80699 -3.59871
N -0.77098 -0.21526 -0.33349
N 1.92257 -1.97970 1.27076
C -3.31336 4.69754 -1.53135
C -0.62833 2.26045 0.70877
C 0.91521 -1.53987 0.51604
C -2.81967 3.13123 0.36537
C -1.02915 3.75249 -1.10557
C 2.83766 -2.32074 3.49276
C 0.20324 -0.35105 0.58588
C 4.09693 -3.03848 2.98106
C -1.95131 2.33907 1.09476
C -3.88211 0.11290 -4.68666
C -2.43227 0.51081 -2.67950
C -0.88148 -1.22729 -1.11678
C -2.37110 3.83868 -0.74623
C 4.06424 -3.10421 1.44723
C -3.82018 0.66446 -3.26803
C 2.32643 -1.29683 2.48651
C -0.15501 2.96094 -0.38244
C 2.63536 -3.19093 0.92584
C 5.36733 -2.33615 3.45261
H -3.58372 -0.93190 -4.68824
H 3.05223 -1.81275 4.43235
H -0.67102 4.30575 -1.96132
H -3.85788 3.19788 0.65538
H -4.89200 0.18870 -5.08198
H -3.30733 5.71227 -1.13280
H 6.24680 -2.81825 3.03177
H -3.01588 4.74702 -2.57594
H 4.10010 -4.05798 3.37995
H 1.46743 -0.76501 2.89731
H -1.65322 0.89049 -3.33411
H 4.63067 -3.96566 1.09301
H 3.09659 -0.55065 2.26347
H -3.21071 0.66298 -5.34273
H 0.88803 2.87839 -0.64390
H -4.10470 1.71992 -3.25849
H -2.34548 0.94851 -1.68907
H -2.27758 1.78073 1.95741
H 2.04305 -3.04403 3.68340
H 2.63428 -3.29759 -0.16314
H 5.44385 -2.37161 4.53658
H -4.33029 4.31870 -1.46703
H 2.12657 -4.06747 1.34796
H 5.36374 -1.29387 3.14256
H -4.51656 0.11328 -2.63376
H 4.52806 -2.20778 1.03257
*
```

Quick look at the Mulliken charges, all values in e: -0.270 1.504 1.196 -0.729 -0.734 -0.650 -0.657 0.032 0.214 -1.721 -0.159 1.291 -0.732 -0.736 -1.170 -1.134 0.666 -0.435 -1.215 0.148 0.004 1.042 -1.248 -0.462 -0.492 -0.343 -0.958 -1.655 0.374 0.450 0.395 0.378 0.378 0.389 0.424 0.388 0.268 0.500 0.336 0.476 0.197 0.301 0.482 0.303 -0.309 0.468 0.357 0.792 0.427 0.389 0.276 0.320 0.360 0.282

***

4.
Formula: C2H2N2O
Source: the OMol25 dataset
Level of theory: ωB97M-V/def2-TZVPD

Output
Lowest unoccupied orbital energy (alpha / beta), eV: -0.2535 / -1.0542
Orbital gap (alpha / beta), eV: 9.00 / 7.82
Highest occupied orbital energy (alpha / beta), eV: -9.25 / -8.87
DFT total energy, eV: -7128.9153

Geometry as ORCA input:
```
! wB97M-V def2-TZVPD RIJCOSX def2/J DEFGRID3
* xyz 0 1
O 2.82494 -0.05305 0.12991
N 1.63849 -2.07006 -0.14869
N 2.23554 0.89242 -0.14942
C -0.00913 -0.34074 0.31887
C 0.67530 -1.40358 0.00498
H -0.58916 -0.19475 1.20555
H -0.20963 0.48257 -0.53309
*
```

Quick look at the Mulliken charges, all values in e: -0.121 -0.478 0.169 -0.856 0.745 0.304 0.239

***

5.
Formula: C28H66O17S8
Source: the OMol25 dataset
Level of theory: ωB97M-V/def2-TZVPD

Output
Lowest unoccupied orbital energy, eV: -0.2793
Orbital gap, eV: 7.75
Highest occupied orbital energy, eV: -8.03
DFT total energy, eV: -151589.6413

Geometry as ORCA input:
```
! wB97M-V def2-TZVPD RIJCOSX def2/J DEFGRID3
* xyz 0 1
S 0.59659 0.36880 -0.67508
S -2.31718 4.32082 0.96200
S -2.88975 -1.90148 -1.73245
S 4.15028 3.55637 2.34795
S -2.08263 -1.21745 -5.53288
S -0.01631 -4.63233 2.96239
S 4.26637 -2.95173 2.47035
S -2.38616 4.15966 -2.50277
O -1.66930 2.85175 -2.68674
O 1.10321 4.32842 -5.00251
O -0.31692 1.99292 6.03549
O 3.62997 -3.65728 1.32529
O 4.25132 4.14462 3.71168
O 2.30961 -2.94100 -3.78494
O -2.31616 -1.21461 -7.00781
O -3.99083 -2.75828 -2.26377
O 0.58442 -4.07797 -2.95937
O 1.87664 2.45862 6.42124
O 1.07936 4.67299 -2.82331
O -0.32656 -3.98693 1.63882
O 0.01265 -0.43763 -1.77874
O 0.86199 6.42478 -4.22679
O 2.24597 -3.50705 -1.59346
O -2.14561 3.17433 1.91775
O 1.26130 0.64226 5.25010
C 1.07293 2.98260 -4.41230
C 1.31174 -0.73746 0.60280
C -2.31134 1.02895 5.04265
C -0.44678 -0.53495 -5.28002
C -1.36766 -5.82155 3.19077
C 4.67698 -4.16674 3.72084
C -4.13965 3.74237 -2.40493
C -0.45364 -5.79954 -1.54574
C 1.02171 5.25953 -4.03885
C 1.01697 1.77709 5.98622
C 3.06256 -2.03657 3.45680
C -2.43138 5.01327 -4.06811
C -1.00304 0.76278 5.74290
C -2.78817 -2.18778 0.04745
C 1.96270 2.07337 -5.23707
C 2.38743 3.50381 1.93992
C 1.77934 -3.45044 -2.84234
C 1.48362 3.31226 -2.98195
C -2.75131 5.77354 1.95807
C 4.37690 1.78097 2.55171
C -0.69208 1.00075 0.43598
C 0.04367 -4.37785 -1.66119
C -0.67501 4.85714 0.49243
C 1.23083 -5.92030 2.63628
C -1.74986 -2.88439 -5.01030
C 0.03617 0.02310 4.89849
C -3.40601 -0.17131 -1.81756
C 1.25523 -4.10340 -0.74786
H -1.41284 -2.89121 -3.96919
H 0.30353 -6.40593 -2.05459
H -1.29050 1.69695 -0.15290
H -3.22572 0.70380 5.52639
H 2.16026 2.84988 1.09552
H 0.53736 -1.46541 0.84893
H -0.70510 5.73191 -0.15713
H -2.41471 2.10455 4.85353
H -3.23665 5.74986 -4.09479
H 2.20588 -1.14377 0.13243
H 1.57242 -0.21519 1.52256
H 2.20050 -5.48118 2.41248
H -2.78365 -3.25344 0.26625
H -0.31405 -0.35682 -4.20366
H 1.02771 2.73499 -2.19000
H -2.82076 5.42183 2.98887
H -2.28780 0.73723 3.98691
H -2.69696 4.25812 -4.81328
H 1.29457 -6.49160 3.56449
H -4.72139 4.63727 -2.17869
H -0.61491 -6.10032 -0.51639
H -2.58368 -3.56475 -5.13228
H -2.31366 -5.28796 3.16090
H -0.43543 0.40406 -5.82430
H 2.57813 3.26146 -3.01967
H -0.06421 4.12956 -0.04452
H -1.32427 -6.55942 2.39332
H 1.83316 3.15753 2.81644
H 3.81170 -4.66906 4.14861
H 2.94117 2.53642 -5.34369
H 3.47477 -1.93303 4.46543
H 1.95835 1.06733 -4.82611
H -0.15760 0.21826 3.83187
H -1.07103 0.25640 6.71105
H -1.22405 -6.27867 4.17090
H -0.70819 -3.63151 -1.42524
H 4.21107 1.15748 1.67452
H -1.34150 0.24858 0.88721
H -4.25254 0.16923 -1.21189
H -0.13717 5.05175 1.42342
H -0.36840 1.59490 1.29454
H -1.94723 6.50854 1.96433
H -3.90314 -0.22909 -2.79818
H -1.49499 5.52316 -4.27335
H 2.03985 4.50927 1.71530
H -1.35857 -5.95753 -2.13628
H 5.38516 1.67329 2.95034
H 5.37834 -4.86329 3.26015
H 1.47301 2.05042 -6.21185
H 0.40028 -1.19012 -5.50110
H 0.83948 -6.49755 1.80255
H 2.11362 -2.55815 3.61857
H 1.63360 -4.98929 -0.24486
H -1.80948 -1.81091 0.34949
H 0.96149 -3.36670 -0.01593
H 5.28264 -3.69315 4.49753
H -4.27335 3.09898 -1.53387
H 2.84639 -1.02316 3.12890
H -3.70126 6.19777 1.64859
H -4.47562 3.21143 -3.29399
H 0.01733 2.72699 -4.51743
H -3.57642 -1.68633 0.60853
H 3.70947 1.41581 3.34168
H -0.84053 -3.21267 -5.52610
H -2.61371 0.56635 -1.91378
H 0.03472 -1.06610 4.93497
*
```

Here are the Mulliken charges for atoms 1 to 99, given in e: 0.115 0.602 0.980 0.430 0.480 0.402 0.298 0.674 -0.519 -0.434 -0.409 -0.431 -0.607 -0.603 -0.678 -0.759 -0.393 -0.529 -0.290 -0.347 -0.068 -0.572 -0.337 -0.569 -0.289 1.084 -0.342 -1.436 -0.637 -1.143 -1.085 -1.141 -1.631 0.457 0.555 0.138 -1.062 0.739 -0.878 -1.611 -0.561 0.505 0.499 -1.031 -0.628 -0.351 2.482 -0.891 -0.980 -0.428 0.039 -1.301 0.960 -0.339 0.436 -0.381 0.313 0.099 -0.549 0.523 0.379 0.473 0.650 0.122 0.144 0.393 0.052 -0.601 0.315 0.236 0.330 0.460 0.441 0.165 0.397 0.371 0.258 0.533 -0.045 0.334 0.206 0.277 0.431 0.560 0.304 -0.224 0.372 0.406 -1.316 0.294 0.325 0.484 0.461 0.457 0.302 0.507 0.195 0.378 0.402

***

6.
Formula: BrH12O6
Source: the OMol25 dataset
Level of theory: ωB97M-V/def2-TZVPD

Output
Lowest unoccupied orbital energy, eV: 3.2038
Orbital gap, eV: 9.27
Highest occupied orbital energy, eV: -6.07
DFT total energy, eV: -82525.3026

Geometry as ORCA input:
```
! wB97M-V def2-TZVPD RIJCOSX def2/J DEFGRID3
* xyz -1 1
Br -0.75905 0.00779 0.44537
O 0.57395 3.23879 0.66037
O 2.48595 -0.93021 1.69837
O -1.41205 1.47979 -2.31463
O 0.09395 0.20979 3.48837
O 0.57695 -1.65821 -2.38863
O -2.60305 -2.41421 -0.66963
H -0.73905 1.66079 -3.04863
H -0.17705 0.10879 2.57837
H 1.23895 3.32679 1.33737
H 0.79495 -1.17821 -3.10863
H 1.56095 -0.65521 1.33837
H -0.96805 1.14979 -1.53063
H 3.09595 -0.97921 0.95537
H -2.48805 -2.18521 -1.63063
H 0.52195 2.24279 0.57337
H -0.10305 -1.00321 -1.93863
H 0.30395 -0.65221 3.68837
H -1.99805 -1.76921 -0.13363
*
```

Quick look at the Mulliken charges, all values in e: -0.797 -0.623 -0.627 -0.592 -0.605 -0.606 -0.642 0.298 0.231 0.300 0.262 0.361 0.251 0.270 0.306 0.331 0.302 0.324 0.256